Arrangement one

The following is a quantum chemistry calculation of CH4O2SSi in the gas phase, from OMol25.

* Kohn-Sham gap (alpha / beta): 8.70 / 7.62 eV
* HOMO (alpha / beta): -0.3452 / -0.3134 hartree

Geometry as XYZ:
```
9
CH4O2SSi the ωB97M-V functional and the def2-TZVPD basis
C 0.047 0.276 0.924
O 3.123 -2.517 0.101
O 0.647 -1.939 -0.771
Si -0.019 -0.400 -0.739
S 1.789 -3.018 -0.211
H -0.813 0.801 1.304
H -1.291 -0.776 -1.427
H 0.822 0.322 1.643
H 0.720 0.701 -1.516
```



Arrangement two

The following is a quantum chemistry calculation of a molecular structure, CH4O2SSi, from OMol25.

* Kohn-Sham gap (alpha / beta): 8.35 / 7.83 eV
* HOMO (alpha / beta): -0.3851 / -0.3673 hartree

Geometry as XYZ:
```
9
CH4O2SSi the ωB97M-V functional and the def2-TZVPD basis
C -0.185 0.112 -0.981
O -2.464 1.219 0.070
O -2.079 -1.188 0.108
Si 1.322 -0.478 -0.093
S -1.525 0.135 0.049
H 0.317 2.150 0.210
H 1.250 -0.240 1.373
H 2.194 0.316 -0.878
H 1.171 -2.026 0.142
```



Which one is the least stable? From the structures above, arrangement two.